Molecular formula: C14H9Cl4GdNO4STe4
Method: DFT, ωB97M-V/def2-TZVPD

```
38
Properties=species:S:1:pos:R:3:lowdin_charge:R:1
Gd 1.2324 -0.2424 -1.3893 0.4430
O -0.9601 4.9116 0.4491 0.0710
C -0.5289 3.7812 1.1231 -0.4664
O -1.2416 3.1930 1.8983 0.1176
C 0.8894 3.4679 0.8899 -0.2187
C 1.8106 4.4984 0.5959 -0.0324
C 3.1627 4.2214 0.5617 -0.0592
C 3.5600 2.9152 0.8257 0.0051
C 2.6116 1.9045 1.0263 -0.1889
N 1.3144 2.1830 0.9860 0.1704
C 3.0502 0.4234 1.1170 -0.6199
O 4.0304 0.2117 1.7770 0.0866
O 2.2608 -0.3915 0.4932 -0.3739
H -1.7951 5.1613 0.8302 0.1056
H 1.4487 5.4759 0.4472 0.0991
H 3.8810 4.9866 0.2626 0.1153
H 4.6151 2.7578 0.8413 0.1134
Te 4.0064 -0.7471 -2.6277 0.0454
Te 2.7608 1.0361 -4.3881 -0.0228
Te 1.4259 2.7408 -2.6565 -0.0255
Te -1.1272 1.8987 -2.4430 -0.0503
Cl -0.3144 -1.3070 1.1687 0.7091
C -0.8570 -2.9141 0.6472 -0.6442
C -1.4837 -3.6572 1.6771 -0.1579
C -1.8593 -4.9536 1.4283 -0.1168
C -1.8172 -5.4581 0.1303 -0.1706
C -1.2534 -4.7207 -0.8707 -0.6552
Cl -1.2302 -5.5517 -2.4519 0.6007
C -0.6921 -3.3879 -0.6643 -0.7318
S -0.0604 -2.4940 -2.0331 0.4450
H -1.4706 -3.3166 2.6901 0.0912
H -2.3845 -5.4911 2.2909 0.1264
H -2.1363 -6.4533 -0.1069 0.0877
Cl -3.8915 -2.5485 -0.5764 0.6155
C -4.1261 -0.8320 -0.8367 -1.0533
Cl -5.3022 -0.4279 -2.0326 0.5456
H -3.2095 -0.5403 -1.1929 -0.0527
H -4.3190 -0.3333 0.1131 0.0466
```

Expectation value of S²   16.082
Multiplicity   8
LUMO energy (alpha / beta)   1.59 / 0.33 eV
Total charge   -1
Orbital gap (alpha / beta)   6.30 / 4.94 eV

---

Molecular formula: Cl6OSi2
Method: DFT, ωB97M-V/def2-TZVPD

```
9
Properties=species:S:1:pos:R:3:lowdin_charge:R:1
Cl 1.7893 1.2973 1.5045 0.2748
Cl -1.1615 2.0097 0.4205 0.2717
Cl 1.6686 2.3574 -1.4106 0.2612
Cl -0.1974 -3.3216 -0.0661 0.3172
Cl -1.2776 -0.7456 1.8181 0.3146
Cl -1.9135 -0.7840 -1.4447 0.3204
O 0.9368 -0.5579 -0.6018 -0.3472
Si 0.5925 0.9928 -0.1866 -0.6875
Si -0.4373 -1.2481 -0.0334 -0.7252
```

LUMO energy   -1.18 eV
Orbital gap   10.04 eV

---

Molecular formula: C29H49NO21
Method: DFT, ωB97M-V/def2-TZVPD

```
100
Properties=species:S:1:pos:R:3:lowdin_charge:R:1
C -2.4131 -4.9489 -1.8624 0.0033
C -3.3136 -3.8070 -2.3872 -0.3226
C -4.4224 -3.5784 -1.3602 -0.0650
O -4.3553 -2.1635 -1.2565 0.0743
C -3.2940 -1.6831 -1.8404 -0.5418
O -3.0442 -0.4599 -1.7720 0.0917
O -2.6145 -2.6107 -2.5237 0.1023
H -2.9439 -5.8680 -1.7459 0.0844
H -1.9988 -4.5834 -0.8996 0.0937
H -1.6199 -5.1035 -2.5661 0.0801
H -3.6782 -4.0722 -3.3436 0.1420
H -4.3019 -4.0833 -0.3827 0.1380
H -5.3917 -3.7930 -1.8885 0.1567
C -1.0541 2.0386 7.2720 -0.0021
C -1.9135 3.0279 6.4242 -0.2821
C -2.4566 2.5099 5.0894 -0.1269
O -3.8253 2.4928 5.2378 0.0848
C -4.1267 2.8304 6.4960 -0.5864
O -5.2650 2.9709 6.9351 0.1188
O -3.0870 3.1963 7.1469 0.1072
H -0.2654 1.5975 6.7090 0.0427
H -1.6692 1.2160 7.6763 0.1009
H -0.5569 2.5993 8.1030 0.0989
H -1.3723 4.0048 6.4267 0.1659
H -2.0118 1.5428 4.9217 0.1084
H -2.2512 3.2013 4.2415 0.1275
C 1.5164 -1.4973 -4.6174 -0.0139
C 1.5744 -2.9538 -5.0192 -0.2806
C 1.3238 -3.2054 -6.5164 -0.0853
O 2.5723 -3.6085 -7.0086 0.1121
C 3.4633 -3.6015 -6.0759 -0.6503
O 4.6393 -3.8373 -6.2131 0.1421
O 2.9525 -3.3033 -4.9275 0.1043
H 1.9720 -0.8586 -5.3285 0.0814
H 2.1928 -1.3715 -3.7705 0.0724
H 0.5119 -1.1180 -4.4163 0.0905
H 0.9308 -3.5096 -4.3947 0.1294
H 0.9880 -2.2871 -6.9793 0.1240
H 0.5154 -4.0063 -6.6899 0.1574
C -4.6248 -1.6958 2.0407 0.0118
C -3.4067 -0.8211 1.6717 -0.3420
C -3.1579 0.3465 2.5975 -0.0900
O -1.8266 0.1318 3.1119 0.0547
C -1.4504 -1.0830 2.6976 -0.5996
O -0.4745 -1.6608 3.0972 0.1580
O -2.2867 -1.6067 1.8454 0.0888
H -4.4243 -1.9861 3.1530 0.1383
H -4.6196 -2.6182 1.4326 0.0685
H -5.5484 -1.2775 1.8631 0.0570
H -3.4977 -0.4089 0.6485 0.1368
H -3.9671 0.3218 3.3778 0.1425
H -3.3054 1.3479 2.1694 0.1262
C 4.7426 4.2706 -3.2412 -0.0465
O 3.4291 4.1761 -2.7616 0.0062
C 3.0822 4.5852 -1.5647 -0.4445
O 3.9717 4.9611 -0.5046 -0.0825
O 1.7952 4.5453 -1.3238 -0.0095
C 1.3241 4.8870 -0.0100 -0.0138
H 4.6968 3.9444 -4.2445 0.0721
H 5.3816 3.5560 -2.6865 0.1144
H 5.1223 5.2927 -3.4408 0.1160
H 1.5012 4.1339 0.7338 0.0714
H 0.2959 5.0069 0.0288 0.0641
H 1.8662 5.7795 0.2208 0.0960
C 4.4249 -1.9676 -1.6551 -0.0578
O 3.2810 -1.5639 -0.9763 -0.0276
C 2.1994 -2.3918 -0.9624 -0.4415
O 2.1813 -3.5347 -1.7755 -0.0460
O 1.2232 -2.0417 -0.2465 0.0706
C -0.0083 -2.5832 -0.6296 -0.0349
H 4.2245 -1.9474 -2.7042 0.0798
H 4.7024 -2.9655 -1.3784 0.0933
H 5.3602 -1.4248 -1.3747 0.1151
H 0.0035 -3.6184 -0.8217 0.0706
H -0.4936 -2.1458 -1.4805 0.0854
H -0.6856 -2.5348 0.1992 0.0872
C 3.5248 1.3134 0.0641 -0.0232
O 2.6948 0.6852 1.0300 0.0230
C 2.3476 1.2980 2.1186 -0.4381
O 2.7308 2.6258 2.3487 -0.0570
O 1.5489 0.6507 2.9766 -0.0123
C 1.3848 1.0893 4.3163 -0.0332
H 4.5773 1.0858 0.1326 0.1040
H 3.3783 2.4203 0.0286 0.0951
H 3.3461 0.8987 -0.8819 0.0611
H 0.9453 2.0672 4.3306 0.0864
H 2.3838 1.1422 4.8188 0.1251
H 0.7429 0.4421 4.7999 0.0547
C 0.1913 0.8077 -2.2041 -0.1002
C 0.1021 1.8757 -1.1255 -0.2274
C -0.5638 1.3274 0.1347 -0.1328
C -1.0076 2.4059 1.0705 -0.1832
N -1.4002 3.2330 1.7814 0.1735
H 0.8805 -0.0731 -2.0126 0.0783
H 0.6013 1.2614 -3.1155 0.0856
H -0.7515 0.3894 -2.4239 0.0379
H -0.3874 2.8079 -1.6065 0.1546
H 1.1273 2.1395 -1.0463 0.0640
H 0.0975 0.6343 0.6178 0.0991
H -1.4329 0.7479 -0.1533 0.0977
```

LUMO energy   -0.05 eV
ΔE to the lowest compared entry with this formula, charge and spin   40.7 kJ/mol
Orbital gap   9.78 eV

---

Molecular formula: C34H44I3N3OOsP2Si2
Method: DFT, ωB97M-V/def2-TZVPD

```
90
Properties=species:S:1:pos:R:3:lowdin_charge:R:1
Os 0.2680 -0.3134 -0.8686 0.9754
C -1.3849 -4.3169 1.4195 -0.1498
Si -1.7546 -2.8852 0.2797 0.3714
C -1.8525 -3.4980 -1.4816 -0.2107
C -3.3712 -2.0075 0.6369 -0.1513
N -0.4042 -1.7232 0.4588 -0.4086
P 0.6825 -1.4241 1.6626 0.7828
C 0.9862 0.1764 0.9857 -0.5401
P -0.1054 1.5787 1.1712 0.8047
N -0.9180 1.1695 -0.2110 -0.3849
Si -2.1184 2.0529 -1.2204 0.4094
C -3.3542 2.9934 -0.1773 -0.1558
C -3.1131 0.7704 -2.1521 -0.1621
C -1.1385 3.2686 -2.2589 -0.1524
C -1.2052 1.5683 2.5838 -0.3007
C -0.7809 2.0926 3.8057 -0.0597
C -1.6549 2.1208 4.8784 -0.0469
C -2.9575 1.6565 4.7291 -0.0459
C -3.3801 1.1336 3.5162 -0.0531
C -2.4999 1.0777 2.4477 -0.1022
C 0.7417 3.1447 1.2581 -0.3263
C 2.1285 3.2301 1.3633 -0.1270
C 2.7339 4.4737 1.4613 -0.0492
C 1.9614 5.6256 1.4477 -0.0394
C 0.5757 5.5426 1.3711 -0.0445
C -0.0361 4.3049 1.2926 -0.0755
C 0.1183 -1.3865 3.3621 -0.3206
C -1.1889 -1.6310 3.7604 -0.0868
C -1.5199 -1.5783 5.1064 -0.0499
C -0.5492 -1.2764 6.0501 -0.0441
C 0.7556 -1.0112 5.6530 -0.0476
C 1.0928 -1.0689 4.3126 -0.0779
C 2.1135 -2.4846 1.6854 -0.3164
C 3.2096 -2.2557 0.8534 -0.1354
C 4.2727 -3.1422 0.8550 -0.0557
C 4.2439 -4.2617 1.6768 -0.0387
C 3.1585 -4.4905 2.5120 -0.0432
C 2.0956 -3.6024 2.5248 -0.0722
H -2.2218 -5.0195 1.3797 0.0527
H -1.2439 -4.0437 2.4645 0.0193
H -0.4952 -4.8578 1.0882 0.0422
H -2.7514 -4.1205 -1.5329 0.0517
H -1.0264 -4.1445 -1.7802 -0.0137
H -1.9778 -2.7049 -2.2228 0.0175
H -4.1889 -2.5008 0.1071 0.0499
H -3.3231 -0.9826 0.2637 -0.0002
H -3.6425 -1.9733 1.6931 0.0303
H -3.9903 2.3477 0.4276 0.0305
H -4.0125 3.5074 -0.8861 0.0561
H -2.9354 3.7633 0.4672 0.0203
H -3.9626 0.4597 -1.5407 0.0360
H -2.5592 -0.1233 -2.4386 -0.0003
H -3.5247 1.2188 -3.0599 0.0246
H -1.0836 4.2318 -1.7473 0.0373
H -1.5969 3.4407 -3.2357 0.0263
H -0.1117 2.9334 -2.4146 0.0015
H 0.2212 2.4903 3.9173 0.1208
H -1.3288 2.5238 5.8279 0.1198
H -3.6443 1.7090 5.5638 0.1201
H -4.3942 0.7728 3.4006 0.1198
H -2.8158 0.6520 1.5062 0.0696
H 2.7301 2.3320 1.3898 0.0638
H 3.8095 4.5408 1.5526 0.1182
H 2.4380 6.5944 1.5171 0.1197
H -0.0261 6.4409 1.3924 0.1191
H -1.1155 4.2425 1.2857 0.0922
H -1.9555 -1.8471 3.0297 0.0751
H -2.5372 -1.7752 5.4180 0.1209
H -0.8077 -1.2471 7.1004 0.1198
H 1.5118 -0.7725 6.3886 0.1186
H 2.1185 -0.8854 4.0116 0.1211
H 3.2543 -1.3650 0.2388 0.0160
H 5.1300 -2.9550 0.2222 0.1178
H 5.0775 -4.9513 1.6765 0.1200
H 3.1426 -5.3539 3.1630 0.1193
H 1.2585 -3.7828 3.1872 0.1108
I 1.4627 -2.6786 -2.2640 1.0881
C 2.9685 -1.9993 -3.4518 -0.5019
I 2.6490 1.0099 -1.3734 0.5679
H 3.1472 -2.5561 -4.3572 -0.0199
H 3.6519 -1.2763 -3.0396 -0.0791
N 0.8458 1.2818 -4.5376 0.2085
C -0.0864 0.4410 -4.1403 -0.6303
O -0.1803 0.0514 -2.9533 -0.3140
C -1.0491 -0.1072 -5.1528 -0.5402
I -2.1568 1.4334 -6.1224 0.9099
H 1.5318 1.6225 -3.8768 0.0267
H 0.8276 1.6527 -5.4754 0.1118
H -1.7460 -0.7769 -4.6632 0.0514
H -0.5030 -0.6409 -5.9279 0.0679
```

Expectation value of S²   6.021
Multiplicity   5
LUMO energy (alpha / beta)   -5.66 / -7.23 eV
Total charge   +2
Orbital gap (alpha / beta)   7.77 / 6.57 eV

---

Molecular formula: C3H5BrO2
Method: DFT, ωB97M-V/def2-TZVPD

```
11
Properties=species:S:1:pos:R:3:lowdin_charge:R:1
C -0.6055 1.1180 -0.2408 -0.0524
C 1.4589 0.0174 0.5172 -0.0254
C 0.3360 0.0197 -0.5346 -0.4197
O -1.7288 1.3064 -0.0025 0.0279
O -0.3425 -1.1933 -0.6582 -0.0026
Br -4.0958 -0.2084 0.1065 -0.0412
H 1.9701 0.9760 0.5096 0.0858
H 2.1647 -0.7670 0.2667 0.0872
H 1.0585 -0.1718 1.5103 0.0902
H 0.7745 0.2218 -1.5225 0.1626
H -0.9901 -1.3188 0.0484 0.0875
```

LUMO energy (alpha / beta)   -0.58 / -2.73 eV
ΔE to the lowest compared entry with this formula, charge and spin   263.0 kJ/mol
Orbital gap (alpha / beta)   9.42 / 5.36 eV